# 1
One molecule with the formula C2H2N2O, computed with ωB97M-V with the def2-TZVPD basis set.

Properties
2S+1: 1
LUMO level (spin up / spin down): -0.97 / -0.97 eV
orbital gap (spin up / spin down): 8.7 / 8.7 eV
HOMO energy (spin up / spin down): -9.62 / -9.62 eV

Element x y z (Å)
C (1.035, 1.528, 0.058)
C (1.713, 0.036, -0.031)
N (-0.118, 1.246, 0.014)
N (0.561, -0.628, 0.005)
O (2.844, -0.286, -0.035)
H (-1.085, 1.109, -0.301)
H (0.650, -1.690, -0.049)

# 2
One molecule with the formula C4H6Cl2Si, computed with ωB97M-V with the def2-TZVPD basis set.

Properties
2S+1: 1
structure (SMILES): C#CC[Si](C)(Cl)Cl
LUMO level: 0.66 eV
orbital gap: 11.0 eV
HOMO energy: -10.34 eV

Element x y z (Å)
C (2.442, -1.224, -0.806)
C (1.406, -0.712, -1.105)
C (-0.170, -0.058, -1.413)
Si (-1.213, 0.061, 0.168)
C (-0.297, 0.858, 1.633)
Cl (-2.804, 1.240, -0.340)
Cl (-1.910, -1.777, 0.672)
H (3.376, -1.654, -0.593)
H (-0.573, -0.720, -2.174)
H (0.053, 0.913, -1.846)
H (-0.817, 1.742, 1.993)
H (-0.201, 0.169, 2.468)
H (0.707, 1.161, 1.342)

# 3
One molecule with the formula C4H7FO2S, computed with ωB97M-V with the def2-TZVPD basis set.

Properties
2S+1: 1
structure (SMILES): CO[C@@H](CF)SC=O
LUMO level: 0.20 eV
orbital gap: 9.8 eV
HOMO energy: -9.64 eV

Element x y z (Å)
C (0.382, 2.399, 0.097)
O (-0.492, 1.083, -0.238)
C (0.335, -0.065, -0.452)
C (0.486, -0.941, 0.772)
F (1.746, -0.399, 1.299)
S (-0.500, -1.014, -1.851)
C (-1.577, -1.931, -0.804)
O (-1.896, -1.301, 0.248)
H (-0.321, 3.193, 0.424)
H (1.109, 2.683, -0.759)
H (0.893, 2.222, 1.127)
H (1.376, -0.043, -0.760)
H (-0.356, -0.802, 1.328)
H (0.828, -2.022, 0.785)
H (-2.012, -3.063, -1.218)

# 4
A 2-piece molecular cluster, C5H13N3 overall, computed with ωB97M-V with the def2-TZVPD basis set.

Properties
2S+1: 1
structure (SMILES): C[C@@H](N)N(C)C.C#N
LUMO level (spin up / spin down): 0.94 / 0.94 eV
orbital gap (spin up / spin down): 8.3 / 8.3 eV
HOMO energy (spin up / spin down): -7.36 / -7.36 eV

Element x y z (Å)
C (-1.298, 1.642, -0.473)
C (0.091, 1.042, -0.352)
N (0.894, 1.635, 0.616)
N (0.036, -0.617, -0.117)
C (-0.661, -0.965, 1.115)
C (-0.527, -1.325, -1.259)
H (-1.826, 1.590, 0.479)
H (-1.889, 1.138, -1.236)
H (-1.200, 2.691, -0.749)
H (0.616, 1.040, -1.312)
H (1.773, 0.945, 0.751)
H (0.404, 1.768, 1.494)
H (-0.235, -0.391, 1.937)
H (-0.515, -2.026, 1.328)
H (-1.741, -0.790, 1.045)
H (-0.372, -2.397, -1.132)
H (-1.604, -1.154, -1.364)
H (-0.016, -1.002, -2.165)
C (2.618, -0.636, 0.528)
N (1.837, -1.374, -0.032)
H (3.615, -0.815, 0.898)

# 5
C3HO2S3 as an isolated structure, computed with ωB97M-V with the def2-TZVPD basis set.

Properties
2S+1: 1
LUMO level: 3.18 eV
orbital gap: 6.3 eV
net charge: -1
HOMO energy: -3.13 eV

Element x y z (Å)
C (3.381, 3.268, -0.015)
C (3.594, -1.727, -0.095)
C (1.328, 0.270, 0.152)
O (3.994, -1.898, 0.975)
O (3.711, -1.749, -1.221)
S (3.474, 1.716, -0.013)
S (1.300, -1.332, 0.250)
S (-0.061, 1.382, 0.246)
H (-0.846, 0.705, 1.020)

# 6
A 3-piece molecular cluster, C2H6Cl3N2 overall, computed with ωB97M-V with the def2-TZVPD basis set.

Properties
2S+1: 1
LUMO level: -4.21 eV
orbital gap: 8.3 eV
net charge: +1
HOMO energy: -12.54 eV

Element x y z (Å)
C (-0.540, 0.048, 0.220)
C (1.124, -1.292, 2.951)
N (-1.815, 0.087, 0.009)
N (0.326, 0.966, 0.018)
Cl (2.964, -0.717, 0.674)
Cl (0.961, -0.092, 4.105)
Cl (1.548, -2.803, 3.488)
H (-0.134, -0.896, 0.729)
H (-2.332, 0.869, -0.147)
H (-2.331, -0.671, 0.531)
H (1.285, 1.018, 0.105)
H (0.007, 1.698, -0.545)
H (3.510, -0.031, -0.458)

Molar mass
In order: 70.1; 153.1; 138.2; 115.2; 165.2; 164.4
Unit: g/mol
E_tot
In order: -7129.125; -37168.794; -21905.510; -9862.488; -39725.619; -42709.244
Unit: eV
Relative energy (zero: lowest compared OMol25 entry of this formula, charge and spin)
In order: 108.82; 45.26; 79.60; 89.44; 77.51; 39.91
Unit: kcal per mole